No. 1
Density functional theory data (the ωB97M-V functional and the def2-TZVPD basis) for C3H5Cl3O2 in the gas phase in a non-equilibrium geometry.

Each line ends with the Löwdin charge.
Geometry (Å):
C -1.513 0.171 0.010  -0.09
C -0.052 0.515 -0.338  -0.93
O 0.364 0.427 -1.825  -0.14
Cl 0.251 2.109 0.217  0.76
C 0.967 -0.491 0.415  -1.31
O 0.739 -0.471 1.675  -0.07
Cl 2.632 -0.059 -0.085  0.65
Cl 0.710 -2.140 -0.306  0.64
H -2.108 0.814 -0.565  0.06
H -1.372 0.513 1.149  0.12
H -1.643 -0.941 -0.011  0.08
H -0.357 0.751 -2.370  0.08
H 1.382 -1.199 2.035  0.18

Calculated values
Energy above the lowest of the compared OMol25 structures with the same formula, charge and spin ... 35.41 kJ/mol
E_HOMO ... -0.38938 Ha
Electronic energy ... -1648.329103 hartree


No. 2
Density functional theory data (the ωB97M-V functional and the def2-TZVPD basis) for 4 unconnected molecules or ions with the total composition C25H62N5O6S in a non-equilibrium geometry.

Each line ends with the Löwdin charge.
Geometry (Å):
C -4.180 1.606 -4.188  -0.16
C -4.637 3.110 -4.221  -0.52
S -4.123 3.821 -2.608  0.89
C -4.406 5.630 -2.637  -0.41
C -3.401 6.447 -3.527  -0.30
C -2.622 7.425 -2.597  -0.15
N -1.781 8.408 -3.331  -0.05
C -1.578 8.006 -4.727  -0.19
C -1.330 6.469 -4.912  -0.08
N -2.382 5.614 -4.216  0.05
H -4.417 1.078 -5.124  0.09
H -4.560 1.098 -3.283  0.05
H -3.075 1.624 -4.068  0.07
H -5.728 3.188 -4.403  0.09
H -4.142 3.559 -5.108  0.06
H -5.447 5.865 -2.939  0.10
H -4.318 5.995 -1.596  0.08
H -4.006 6.974 -4.289  0.16
H -3.263 7.918 -1.848  0.13
H -1.915 6.775 -2.017  0.14
H -0.894 8.424 -2.839  0.11
H -0.751 8.575 -5.178  0.13
H -2.492 8.250 -5.308  0.12
H -1.221 6.197 -5.978  0.14
H -0.344 6.240 -4.454  0.14
H -1.862 5.009 -3.577  0.15
H -2.853 5.088 -4.952  0.14
C -4.814 -5.270 -4.521  -0.12
O -5.056 -5.323 -3.126  -0.20
C -3.937 -5.796 -2.378  -0.21
C -3.381 -4.689 -1.496  -0.20
N -2.730 -3.654 -2.297  -0.05
C -2.384 -2.458 -1.534  -0.20
C -3.537 -1.627 -0.966  -0.21
O -4.335 -0.993 -1.959  -0.21
C -5.396 -1.790 -2.466  -0.09
H -5.750 -5.003 -5.012  0.09
H -4.067 -4.508 -4.763  0.08
H -4.488 -6.242 -4.900  0.09
H -3.161 -6.217 -3.024  0.12
H -4.304 -6.601 -1.735  0.12
H -2.654 -5.113 -0.798  0.11
H -4.216 -4.276 -0.918  0.11
H -3.347 -3.387 -3.052  0.07
H -1.808 -1.813 -2.204  0.11
H -1.713 -2.741 -0.717  0.11
H -3.092 -0.814 -0.384  0.12
H -4.161 -2.192 -0.267  0.11
H -5.787 -2.484 -1.720  0.09
H -5.077 -2.336 -3.357  0.07
H -6.203 -1.119 -2.768  0.08
C 3.345 -2.493 1.276  -0.10
O 3.392 -3.788 1.850  -0.19
C 3.211 -3.784 3.263  -0.21
C 1.903 -4.466 3.632  -0.21
N 0.756 -3.658 3.228  -0.05
C -0.524 -4.353 3.339  -0.20
C -0.755 -5.555 2.420  -0.22
O -0.840 -5.216 1.043  -0.20
C 0.405 -5.163 0.364  -0.09
H 3.599 -2.584 0.220  0.09
H 2.340 -2.065 1.355  0.08
H 4.069 -1.827 1.754  0.07
H 3.262 -2.773 3.679  0.11
H 4.037 -4.360 3.690  0.12
H 1.869 -4.621 4.714  0.12
H 1.892 -5.447 3.142  0.11
H 0.882 -3.370 2.266  0.07
H -1.302 -3.615 3.121  0.12
H -0.669 -4.664 4.378  0.12
H -1.730 -5.977 2.680  0.12
H -0.026 -6.357 2.581  0.11
H 1.133 -5.866 0.774  0.09
H 0.811 -4.148 0.381  0.07
H 0.226 -5.422 -0.682  0.09
C 8.115 3.432 3.478  -0.12
O 8.167 2.131 4.038  -0.20
C 7.957 2.116 5.448  -0.21
C 6.652 1.411 5.781  -0.21
N 5.502 2.209 5.362  -0.05
C 4.230 1.495 5.439  -0.20
C 4.035 0.299 4.504  -0.23
O 3.972 0.648 3.128  -0.19
C 5.228 0.723 2.472  -0.11
H 8.390 3.353 2.426  0.09
H 7.104 3.848 3.540  0.08
H 8.822 4.101 3.975  0.09
H 7.986 3.122 5.876  0.12
H 8.782 1.547 5.885  0.12
H 6.598 1.244 6.861  0.12
H 6.665 0.436 5.280  0.10
H 5.644 2.509 4.406  0.07
H 3.446 2.224 5.213  0.12
H 4.067 1.171 6.472  0.12
H 3.060 -0.139 4.740  0.12
H 4.771 -0.494 4.673  0.11
H 5.959 0.027 2.889  0.09
H 5.617 1.744 2.505  0.07
H 5.070 0.469 1.422  0.08

Calculated values
Energy above the lowest of the compared OMol25 structures with the same formula, charge and spin ... 0.00 kJ/mol
E_HOMO ... -0.36275 Ha
Total charge ... +1
Electronic energy ... -2112.720132 hartree


No. 3
Density functional theory data (the ωB97M-V functional and the def2-TZVPD basis) for 2 unconnected molecules or ions with the total composition C4H12 in a non-equilibrium geometry.

Each line ends with the Löwdin spin population.
Geometry (Å):
C 1.601 1.655 -2.163  0.13
C 0.665 0.400 -2.044  0.18
H 1.020 2.546 -1.942  0.02
H 2.494 1.553 -1.561  0.02
H 1.747 1.681 -3.248  0.01
H 0.329 0.178 -1.039  0.02
H 1.135 -0.525 -2.391  0.03
H -0.142 0.644 -2.730  0.03
C -0.446 -1.016 1.750  0.23
C -1.735 -1.007 2.611  0.15
H -0.580 -0.265 0.970  0.03
H 0.500 -0.902 2.272  0.04
H -0.377 -1.956 1.196  0.04
H -1.617 -0.307 3.428  0.02
H -2.587 -0.647 2.026  0.02
H -2.006 -2.033 2.864  0.02

Calculated values
Energy above the lowest of the compared OMol25 structures with the same formula, charge and spin ... 38.64 kJ/mol
<S²> ... 0.7502
E_HOMO (alpha / beta) ... 0.05609 / -0.28825 Ha
2S+1 ... 2
Total charge ... -1
Electronic energy ... -159.515434 hartree


No. 4
Density functional theory data (the ωB97M-V functional and the def2-TZVPD basis) for a molecular structure, C12H28FeN2O6 in a non-equilibrium geometry.

Each line ends with the Löwdin spin population.
Geometry (Å):
Fe -10.838 -18.836 -7.353  3.73
C -7.734 -19.903 -4.850  0.00
C -8.905 -19.651 -5.834  0.01
O -8.873 -19.669 -7.085  0.04
O -10.035 -19.307 -5.428  0.04
H -7.908 -20.929 -4.528  0.00
H -7.774 -19.166 -4.048  0.00
H -6.815 -19.778 -5.422  0.00
C -14.195 -16.343 -7.105  0.00
C -13.053 -17.344 -7.222  0.01
O -12.500 -17.674 -8.305  0.04
O -12.545 -17.812 -6.172  0.03
H -15.159 -16.851 -7.113  0.00
H -14.257 -15.714 -7.992  0.00
H -14.218 -15.555 -6.352  0.00
C -8.800 -17.350 -11.048  0.00
C -9.072 -17.750 -9.619  0.00
C -9.458 -16.621 -8.647  0.00
O -9.613 -16.891 -7.216  0.03
C -9.905 -15.662 -6.493  0.00
N -10.163 -18.728 -9.495  0.03
H -8.035 -16.578 -11.129  0.00
H -9.702 -16.931 -11.496  0.00
H -8.483 -18.192 -11.664  0.00
H -8.183 -18.183 -9.162  0.00
H -10.364 -16.198 -9.082  0.00
H -8.771 -15.782 -8.753  0.00
H -9.761 -15.749 -5.416  0.00
H -10.913 -15.396 -6.810  0.00
H -9.403 -14.728 -6.746  0.00
H -9.748 -19.570 -9.867  0.00
H -10.841 -18.469 -10.197  0.00
C -10.772 -22.203 -8.658  0.00
C -12.117 -21.566 -8.394  0.00
C -13.268 -22.541 -8.183  0.00
O -14.445 -21.762 -7.996  0.00
C -15.622 -22.433 -7.781  0.00
N -11.987 -20.647 -7.224  0.03
H -10.731 -22.794 -9.574  0.00
H -10.574 -22.821 -7.782  0.00
H -9.950 -21.490 -8.606  0.00
H -12.447 -20.916 -9.204  0.00
H -13.069 -23.155 -7.304  0.00
H -13.519 -23.253 -8.968  0.00
H -16.392 -21.670 -7.667  0.00
H -15.538 -22.928 -6.814  0.00
H -15.890 -23.079 -8.618  0.00
H -12.956 -20.650 -6.937  0.00
H -11.671 -21.265 -6.491  0.00

Calculated values
Energy above the lowest of the compared OMol25 structures with the same formula, charge and spin ... 170.15 kJ/mol
<S²> ... 6.0076
E_HOMO (alpha / beta) ... -0.29927 / -0.26549 Ha
2S+1 ... 5
Electronic energy ... -2298.725804 hartree


- Look up the electronic energy of the third one.
  -159.515434 hartree


- Among the records above, which one has the highest energy above the lowest of the compared OMol25 structures with the same formula, charge and spin?
  C12H28FeN2O6


- electronic energy of number 1 (C3H5Cl3O2)?
  -1648.329103 hartree


- Which of these has the highest electronic energy?
  C4H12